No. 1
Here is C7H6O as an isolated structure in a non-equilibrium geometry from the Open Molecules 2025 dataset. Energies are from ωB97M-V/def2-TZVPD.

- HOMO (eV) = -9.183
- energy relative to the best compared isomer or geometry (same formula, charge and spin) (kcal/mol) = 160.1
- frontier orbital gap (Ha) = 0.359
- strongest force on any atom (eV/Å) = 5.74
- LUMO (eV) = 0.59

ORCA input file:
```
! RIJCOSX wB97M-V def2-TZVPD def2/J DEFGRID3
* xyz 0 1
C -2.99254 0.36222 -0.30307
C -1.76517 0.15437 -0.23228
C -0.34492 0.26117 -0.23771
C -0.04016 -0.93122 0.66141
C 1.22790 -0.85800 -0.24043
C 1.80073 0.57314 -0.03204
C 0.72473 1.52303 -0.15819
H -4.10537 -0.14386 -0.01030
H -0.11233 -0.57589 1.74692
H -0.61267 -1.77784 0.41682
H 2.15516 -1.32342 -0.69687
H 2.92377 0.57013 0.17565
H 0.84879 2.60022 0.27593
O 0.29206 -0.43406 -1.36583
*
```

---

No. 2
Here is a single C7H6O2 molecule in a non-equilibrium geometry from the Open Molecules 2025 dataset. Energies are from ωB97M-V/def2-TZVPD.

- HOMO (eV) = -8.702
- energy relative to the best compared isomer or geometry (same formula, charge and spin) (kcal/mol) = 122.7
- frontier orbital gap (Ha) = 0.309
- SMILES string = C=Cc1occc1C=O
- strongest force on any atom (eV/Å) = 8.61
- LUMO (eV) = -0.28

ORCA input file:
```
! RIJCOSX wB97M-V def2-TZVPD def2/J DEFGRID3
* xyz 0 1
C 2.17096 -1.21354 0.27857
C 0.91396 -1.38729 -0.33173
C 0.22272 -0.06483 -0.07205
O 1.07470 1.08569 -0.23395
C 0.24287 2.11821 -0.01083
C -1.17477 1.87143 -0.08861
C -1.11100 0.46367 -0.05466
C -2.05077 -0.68108 0.06553
O -3.33854 -0.93453 0.02304
H 2.50102 -0.23567 1.06654
H 2.75245 -2.16014 -0.10988
H 0.55848 -2.41859 -0.85251
H 0.65184 3.13262 0.10746
H -2.09089 2.09618 0.18720
H -1.32303 -1.67211 0.02588
*
```

---

No. 3
Here is C7H6O2 as an isolated structure in a non-equilibrium geometry from the Open Molecules 2025 dataset. Energies are from ωB97M-V/def2-TZVPD.

- HOMO (eV) = -9.118
- energy relative to the best compared isomer or geometry (same formula, charge and spin) (kcal/mol) = 117.8
- frontier orbital gap (Ha) = 0.352
- strongest force on any atom (eV/Å) = 3.58
- LUMO (eV) = 0.45

ORCA input file:
```
! RIJCOSX wB97M-V def2-TZVPD def2/J DEFGRID3
* xyz 0 1
C 2.68330 -0.23844 -0.08833
C -0.27062 -0.99872 -0.58757
C 1.77554 0.53194 -0.83643
C -0.75960 0.12506 0.26936
C 0.44591 0.07434 1.20935
C 0.16903 1.33109 0.52958
C 1.09113 -0.64423 -0.09214
O 3.70955 -0.55578 0.40459
O 1.11442 1.75813 -0.39713
H -0.51147 -2.04390 -0.28736
H -0.60516 -0.78328 -1.68326
H 1.96977 0.56360 -1.97741
H -1.81683 0.25773 0.65650
H 0.68585 -0.23663 2.27284
H -0.30943 2.22553 0.99422
*
```

---

No. 4
Here is a single C7H6O3 molecule in a non-equilibrium geometry from the Open Molecules 2025 dataset. Energies are from ωB97M-V/def2-TZVPD.

- HOMO (eV) = -9.138
- energy relative to the best compared isomer or geometry (same formula, charge and spin) (kcal/mol) = 36.8
- frontier orbital gap (Ha) = 0.338
- SMILES string = O=Cc1ccc(O)cc1O
- strongest force on any atom (eV/Å) = 6.59
- LUMO (eV) = 0.06

ORCA input file:
```
! RIJCOSX wB97M-V def2-TZVPD def2/J DEFGRID3
* xyz 0 1
O 1.61564 -0.17516 2.83810
C 0.65274 0.24280 2.29391
C 0.06730 0.27242 0.92397
C -1.04919 1.08761 0.52812
C -1.51575 0.98860 -0.74835
C -1.00439 0.02732 -1.60996
O -1.72554 -0.12154 -2.73909
C 0.18244 -0.55290 -1.34652
C 0.65055 -0.40302 -0.13033
O 1.89530 -1.11051 0.09880
H 0.12636 1.05697 2.80350
H -1.34932 1.90341 1.33977
H -2.43276 1.39177 -1.02082
H -1.15359 -0.53117 -3.40278
H 0.59731 -1.51743 -1.90297
H 2.02662 -1.02286 1.13576
*
```

---

No. 5
Here is a single C7H6O3 molecule in a non-equilibrium geometry from the Open Molecules 2025 dataset. Energies are from ωB97M-V/def2-TZVPD.

- HOMO (alpha / beta) (eV) = -6.178 / -10.930
- energy relative to the best compared isomer or geometry (same formula, charge and spin) (kcal/mol) = 0.0
- frontier orbital gap (alpha / beta) (Ha) = 0.252 / 0.328
- strongest force on any atom (eV/Å) = 4.97
- LUMO (alpha / beta) (eV) = 0.67 / -2.01

ORCA input file:
```
! RIJCOSX wB97M-V def2-TZVPD def2/J DEFGRID3
* xyz 0 3
C 2.66644 -0.93676 2.74594
C 1.46150 -0.96005 2.54409
C 0.09470 -0.76550 2.42306
C -0.70698 -0.00589 1.40979
C -2.06777 -0.91211 2.94212
C -0.92833 -0.14384 -1.06043
C -0.18091 0.50302 0.09477
O -3.03350 -1.21023 3.51454
O -0.83366 -1.26485 3.34908
O -1.99967 -0.15295 1.79943
H 3.63723 -1.30725 2.92663
H -0.85912 0.53263 -2.00286
H -2.02157 -0.07455 -0.90180
H -0.52150 -1.10675 -1.12131
H -0.45282 1.49061 0.07536
H 0.79147 0.21282 0.12955
*
```

---

No. 6
Here is C7H6O5PbS as an isolated structure in a non-equilibrium geometry from the Open Molecules 2025 dataset. Energies are from ωB97M-V/def2-TZVPD.

- HOMO (alpha / beta) (eV) = -15.759 / -15.759
- energy relative to the best compared isomer or geometry (same formula, charge and spin) (kcal/mol) = 12.3
- frontier orbital gap (alpha / beta) (Ha) = 0.233 / 0.233
- strongest force on any atom (eV/Å) = 8.45
- LUMO (alpha / beta) (eV) = -9.42 / -9.42

ORCA input file:
```
! RIJCOSX wB97M-V def2-TZVPD def2/J DEFGRID3
* xyz 2 1
O -0.20312 5.04330 -1.22846
C -0.28064 3.92495 -1.47360
Pb -0.35753 -1.06929 -1.70102
O -0.30907 0.08914 -5.28273
C -0.35077 -0.28892 -4.17072
C -0.32950 -3.54174 -1.63329
O -0.20273 -4.57332 -1.08809
C -2.90247 -0.09906 -1.52774
O -3.95410 0.15965 -1.14191
C 2.09603 -0.08213 -1.48531
O 3.22369 0.15284 -1.31556
C -0.82153 0.03219 2.97771
S -0.08491 0.51281 1.38720
C 1.57755 0.04502 1.87624
H -1.91107 -0.04310 2.86645
H -0.58081 0.82101 3.71548
H -0.40625 -0.93810 3.29817
H 1.62944 -0.01449 2.95497
H 1.86672 -0.92231 1.44988
H 2.30108 0.79154 1.52235
*
```

---

No. 7
Here is a 2-piece molecular cluster, C7H6O5S2 overall in a non-equilibrium geometry from the Open Molecules 2025 dataset. Energies are from ωB97M-V/def2-TZVPD.

- HOMO (eV) = -0.232
- energy relative to the best compared isomer or geometry (same formula, charge and spin) (kcal/mol) = 0.0
- frontier orbital gap (Ha) = 0.219
- strongest force on any atom (eV/Å) = 3.30
- LUMO (eV) = 5.73

ORCA input file:
```
! RIJCOSX wB97M-V def2-TZVPD def2/J DEFGRID3
* xyz -2 1
C -2.70244 1.46458 -0.60999
C -1.46540 1.99907 -0.28108
C -3.06984 0.18530 -0.18863
C -0.51533 1.22842 0.36315
C 0.87562 1.73781 0.66519
C -0.87940 -0.07007 0.73846
C -2.17002 -0.64658 0.50732
O 1.17122 2.95141 0.39499
O 2.02988 -2.14902 2.54482
O 1.69204 1.00367 1.33225
O 2.78396 -3.30549 0.55249
O 2.95068 -0.91486 0.45712
S -2.52454 -2.23815 1.05836
S 1.98216 -2.12577 0.83079
H -3.38154 2.08383 -1.14760
H -1.23098 3.01096 -0.73358
H -4.04727 -0.26932 -0.29283
H 2.46402 -0.07825 0.53780
H -0.12440 -0.69932 1.36556
H 1.61378 -1.30750 2.82011
*
```

---

No. 8
Here is C7H6O6STl as an isolated structure in a non-equilibrium geometry from the Open Molecules 2025 dataset. Energies are from ωB97M-V/def2-TZVPD.

- HOMO (eV) = -21.469
- energy relative to the best compared isomer or geometry (same formula, charge and spin) (kcal/mol) = 297.7
- frontier orbital gap (Ha) = 0.257
- strongest force on any atom (eV/Å) = 16.74
- LUMO (eV) = -14.48

ORCA input file:
```
! RIJCOSX wB97M-V def2-TZVPD def2/J DEFGRID3
* xyz 3 1
O 0.05312 2.88108 -1.45326
C 0.05242 1.73128 -1.45326
Tl 0.05112 -0.17972 -1.45346
O 0.05132 -0.17952 -4.51426
C 0.05122 -0.17952 -3.36446
C 0.04972 -2.09082 -1.45366
O 0.04892 -3.24062 -1.45376
C -1.85988 -0.17842 -1.45356
O -3.00968 -0.17772 -1.45366
C 1.96212 -0.18112 -1.45336
O 3.11182 -0.18182 -1.45316
C -0.35608 -0.81392 2.83704
S -0.01478 -0.31982 1.10974
C -0.04888 1.47088 1.50214
O 1.31142 -1.09672 1.15154
H -1.32688 -0.39022 3.17004
H 0.46832 -0.50532 3.51534
H -0.44548 -1.91942 2.88384
H -0.02648 1.66948 2.59334
H 0.85792 1.95898 1.09134
H -0.98128 1.92298 1.10544
*
```